Entry 1:
{
  "formula": "C3H6N4O",
  "method": "the ωB97M-V functional and the def2-TZVPD basis",
  "species": ["N", "N", "C", "C", "N", "O", "C", "N", "H", "H", "H", "H", "H", "H"],
  "positions_angstrom": [[-2.74219, -0.43950, 0.10309], [-1.92476, 0.62642, -0.24900], [-0.65896, 0.50924, 0.14271], [0.17152, -0.64116, 0.00954], [1.43976, -0.05305, -0.02016], [2.69392, -0.80068, -0.09146], [1.37304, 1.29065, 0.01706], [0.15618, 1.75100, 0.08617], [-2.28880, -1.37367, 0.32424], [-3.60344, -0.40832, -0.42618], [0.13099, -1.21518, 0.93864], [-0.28572, -1.15277, -0.76949], [3.36753, -0.06211, 0.08419], [2.17092, 1.96913, -0.14934]],
  "mulliken_charge": [-0.319, -0.395, 0.386, -0.528, 0.136, -0.417, -0.086, -0.611, 0.223, 0.229, 0.256, 0.348, 0.363, 0.414],
  "e_above_lowest_kj_mol": 526.4,
  "total_charge": 0,
  "smiles": "N/N=C1\\CN(O)C=N1",
  "multiplicity": 1,
  "homo_lumo_gap_ev": 8.03
}

Entry 2:
{
  "formula": "C3H6N4O",
  "method": "the ωB97M-V functional and the def2-TZVPD basis",
  "species": ["C", "N", "C", "N", "H", "H", "H", "H", "N", "C", "N", "O", "H", "H"],
  "positions_angstrom": [[-1.32484, 0.14722, 1.12517], [-0.87835, -0.14619, -0.23156], [-0.90684, -1.14747, -0.93115], [-0.53394, -2.00223, -1.72970], [-0.41903, -0.08520, 1.72716], [-1.54264, 1.20169, 1.13348], [-2.25204, -0.28091, 1.41307], [-0.83713, -2.20152, -2.72428], [1.34392, 1.39031, -1.54105], [1.26960, 1.07309, -0.39214], [1.77415, 0.83418, 0.71804], [1.45595, -0.15999, 1.62276], [0.74186, 2.18224, -1.82734], [2.10933, -0.80522, 1.63755]],
  "mulliken_charge": [-0.776, -0.403, 0.492, -0.519, 0.319, 0.257, 0.378, 0.276, -0.483, 0.579, -0.422, -0.283, 0.279, 0.306],
  "e_above_lowest_kj_mol": 518.9,
  "total_charge": 0,
  "smiles": "CN=C=N.N=C=NO",
  "multiplicity": 1,
  "homo_lumo_gap_ev": 10.09
}

Entry 3:
{
  "formula": "C3H6N4O",
  "method": "the ωB97M-V functional and the def2-TZVPD basis",
  "species": ["H", "N", "C", "N", "C", "N", "C", "O", "N", "H", "H", "H", "H", "H"],
  "positions_angstrom": [[2.25157, 0.52452, -1.68946], [1.44512, 1.34379, -2.07441], [0.75511, 0.72339, -1.15253], [1.09674, -0.40534, -0.29380], [0.11162, -0.75841, 0.59837], [0.68092, -1.43471, 1.86842], [-1.04785, -0.28361, 0.24522], [-2.31372, 0.09130, 0.88212], [-0.59851, 0.79195, -0.67908], [1.60804, -1.34525, -0.69571], [1.23189, -0.56587, 2.47646], [-0.09370, -1.49176, 2.66680], [-2.33400, 0.82617, 1.47249], [-1.43720, 1.16371, -1.18173]],
  "mulliken_charge": [0.308, -0.633, 0.266, -0.281, 0.340, -0.657, -0.135, -0.533, -0.174, 0.320, 0.330, 0.299, 0.286, 0.263],
  "e_above_lowest_kj_mol": 526.6,
  "total_charge": 0,
  "smiles": "[H]/N=c1\\[nH]c(N)c(O)[nH]1",
  "multiplicity": 1,
  "homo_lumo_gap_ev": 8.65
}

Entry 4:
{
  "formula": "C3H6N4O",
  "method": "the ωB97M-V functional and the def2-TZVPD basis",
  "species": ["N", "N", "C", "N", "N", "C", "C", "O", "H", "H", "H", "H", "H", "H"],
  "positions_angstrom": [[-2.61332, -0.28641, -0.46969], [-1.55941, 0.14155, 0.50495], [-0.26399, -0.20259, 0.25451], [0.37722, -1.42301, 0.20688], [1.56569, -1.21206, -0.08918], [1.89028, 0.09110, -0.22313], [0.68320, 0.76630, -0.04724], [0.53389, 2.02349, 0.02278], [-2.48506, -1.41082, -0.40857], [-2.71396, 0.15445, -1.33489], [-1.89606, -0.18172, 1.46626], [2.05185, -1.97970, -0.36158], [2.91488, 0.58058, -0.28372], [-0.39093, 2.17999, -0.23529]],
  "mulliken_charge": [-0.514, -0.274, 0.133, -0.852, 0.383, -0.607, 0.561, -0.557, 0.289, 0.216, 0.340, 0.181, 0.360, 0.341],
  "e_above_lowest_kj_mol": 381.0,
  "total_charge": 0,
  "smiles": "NNc1n[nH]cc1O",
  "multiplicity": 1,
  "homo_lumo_gap_ev": 9.46
}

Entry 5:
{
  "formula": "C3H6N4O",
  "method": "the ωB97M-V functional and the def2-TZVPD basis",
  "species": ["C", "N", "C", "O", "N", "C", "N", "N", "H", "H", "H", "H", "H", "H"],
  "positions_angstrom": [[-1.68001, -0.22167, 0.32897], [-0.42023, 0.36931, 0.03304], [-0.04243, 1.41263, 0.98226], [-0.93490, 2.02285, 1.51522], [1.37487, 1.54899, 0.80910], [1.65593, 0.40283, 0.14026], [0.68069, -0.31199, -0.37109], [0.64402, -1.18112, -1.38292], [-2.24081, 0.62662, 0.69015], [-2.03390, -0.89659, -0.42438], [-1.61694, -0.92902, 1.17150], [2.74730, 0.22969, -0.15556], [1.12832, -0.78592, -2.12157], [0.73809, -2.28661, -1.21499]],
  "mulliken_charge": [-0.812, 0.122, 0.441, -0.580, -0.549, 0.017, 0.350, -0.766, 0.363, 0.253, 0.327, 0.344, 0.217, 0.272],
  "e_above_lowest_kj_mol": 334.1,
  "total_charge": 0,
  "smiles": "Cn1c(=O)ncn1N",
  "multiplicity": 1,
  "homo_lumo_gap_ev": 9.15
}

Entry 6:
{
  "formula": "C3H6N4O",
  "method": "the ωB97M-V functional and the def2-TZVPD basis",
  "species": ["H", "N", "C", "N", "C", "N", "N", "C", "O", "H", "H", "H", "H", "H"],
  "positions_angstrom": [[3.39244, -1.78276, 0.12478], [3.43299, -0.65587, -0.00980], [2.26811, -0.16007, -0.18114], [1.95714, 1.24247, 0.01346], [0.71223, 1.25402, 0.04425], [0.04084, 0.02158, -0.33621], [-1.09557, -0.61639, 0.46169], [-2.42662, -0.20999, -0.29731], [1.05911, -0.95571, -0.16183], [0.03298, 2.15905, 0.07205], [-1.08214, -0.34042, 1.51275], [-2.28497, 0.89656, -0.60610], [-2.57310, -0.93377, -1.02143], [-3.43343, 0.08130, 0.38484]],
  "mulliken_charge": [0.286, -0.611, 0.454, -0.399, 0.060, 0.154, -0.366, -0.541, -0.327, 0.301, 0.253, 0.239, 0.239, 0.257],
  "e_above_lowest_kj_mol": 546.5,
  "total_charge": 0,
  "smiles": "[H]/N=c1/ncn(NC)o1",
  "multiplicity": 1,
  "homo_lumo_gap_ev": 9.63
}

Entry 7:
{
  "formula": "C3H6N4O",
  "method": "the ωB97M-V functional and the def2-TZVPD basis",
  "species": ["C", "C", "C", "N", "N", "N", "N", "O", "H", "H", "H", "H", "H", "H"],
  "positions_angstrom": [[0.63599, -1.28513, 1.58563], [-2.54223, 7.79904, -3.27475], [0.80639, -2.14375, -0.81664], [-0.50435, 0.50055, 1.22511], [-0.29101, -0.00153, 0.10349], [0.04593, -0.28537, 2.12255], [0.40603, -1.14863, 0.26818], [-3.16144, 8.37778, -2.61871], [1.34695, -1.96100, 2.08385], [-1.98249, 7.17811, -3.89086], [1.75060, -1.83643, -1.25404], [0.78786, -3.10427, -0.37222], [0.00334, -1.99334, -1.60041], [0.22313, -0.02826, 3.08357]],
  "mulliken_charge": [-0.075, 0.361, -0.694, -0.314, -0.131, 0.223, 0.340, 0.197, 0.393, 0.442, 0.311, 0.351, 0.302, 0.294],
  "e_above_lowest_kj_mol": 321.1,
  "total_charge": 2,
  "multiplicity": 1,
  "homo_lumo_gap_ev": 9.97
}

Entry 8:
{
  "formula": "C3H6N4O6",
  "method": "the ωB97M-V functional and the def2-TZVPD basis",
  "species": ["C", "C", "C", "N", "N", "N", "N", "O", "O", "O", "O", "O", "O", "H", "H", "H", "H", "H", "H"],
  "positions_angstrom": [[-0.56399, -0.65307, -2.20166], [1.57596, -0.95669, -1.16280], [-0.42064, -0.39548, 0.24427], [0.18366, -0.74826, -0.94308], [0.28447, 2.59070, 3.25838], [-1.57417, -1.15654, 0.56546], [-0.08677, 0.71709, 1.00979], [1.42381, 2.31548, 3.35152], [-0.49128, 3.40906, 3.06863], [-2.31954, -0.87111, 1.50136], [-1.80404, -2.05944, -0.20078], [-0.56504, 0.96264, 2.14669], [0.72845, 1.48481, 0.50772], [0.01344, 0.16023, -2.64797], [-0.45732, -1.56398, -2.79629], [-1.62382, -0.38560, -1.88246], [2.17387, -0.90931, -0.24253], [1.60413, -1.86041, -1.64862], [1.91881, -0.08010, -1.92765]],
  "mulliken_charge": [-0.828, -0.833, 0.047, 0.147, 0.889, 0.893, 0.988, -0.446, -0.429, -0.560, -0.591, -0.590, -0.595, 0.393, 0.261, 0.285, 0.341, 0.419, 0.209],
  "e_above_lowest_kj_mol": 161.5,
  "total_charge": 0,
  "multiplicity": 1,
  "homo_lumo_gap_ev": [9.13, 5.03]
}

Entry 9:
{
  "formula": "C3H6N5O2",
  "method": "the ωB97M-V functional and the def2-TZVPD basis",
  "species": ["C", "C", "C", "N", "N", "N", "N", "N", "O", "O", "H", "H", "H", "H", "H", "H"],
  "positions_angstrom": [[1.13897, 1.15768, 0.74945], [0.67767, -0.25246, 0.29444], [-0.32369, 0.33019, -0.70792], [0.53987, 2.11156, 0.13579], [-0.42990, 1.54642, -0.59707], [-2.92707, -0.17597, -1.75422], [-1.54968, 2.72291, -1.24622], [2.21045, 1.12118, 1.46155], [-2.08193, 2.22665, -2.10351], [-1.43703, 3.69424, -0.71931], [1.42073, -0.80493, -0.19094], [0.05488, -0.77308, 1.02132], [-2.71812, -0.31950, -2.69514], [-2.73121, -1.12820, -1.30172], [2.49913, 0.15085, 1.79971], [2.77040, 1.95336, 1.57156]],
  "mulliken_charge": [0.476, -0.358, -0.181, -0.863, 0.403, -0.342, 1.205, -0.349, -0.393, -0.405, 0.398, 0.328, 0.276, 0.281, 0.264, 0.259],
  "e_above_lowest_kj_mol": 999.4,
  "total_charge": 1,
  "multiplicity": 1,
  "homo_lumo_gap_ev": 6.40
}

Entry 10:
{
  "formula": "C3H6N6",
  "method": "the ωB97M-V functional and the def2-TZVPD basis",
  "species": ["H", "N", "C", "N", "N", "C", "C", "N", "N", "N", "H", "H", "H", "H", "H"],
  "positions_angstrom": [[2.35815, -0.20927, 1.50947], [3.06385, -0.69537, 0.94723], [2.60662, -0.21193, -0.22242], [1.46786, 0.41868, -0.84287], [0.58578, 0.94619, 0.09132], [-0.72401, 0.59601, 0.00544], [-1.96839, 0.92992, 0.30616], [-2.86457, -0.17956, 0.23544], [-2.17424, -1.20938, -0.18140], [-0.82519, -0.80167, -0.26991], [3.40856, -0.47236, -1.02236], [1.65308, 1.04481, -1.68398], [0.73373, 1.94916, 0.47569], [-2.36632, 1.74707, 0.92038], [-0.04701, -1.29577, -0.59304]],
  "mulliken_charge": [0.305, -0.535, -0.057, -0.234, -0.255, 0.586, -0.621, -0.183, -0.544, 0.219, 0.287, 0.275, 0.189, 0.328, 0.241],
  "e_above_lowest_kj_mol": 580.5,
  "total_charge": 0,
  "smiles": "[H]/N=C\\NNc1cnn[nH]1",
  "multiplicity": 1,
  "homo_lumo_gap_ev": 9.53
}